Record 1
C39H45ClCsN8O7P | the ωB97M-V functional and the def2-TZVPD basis

Structure (XYZ):
```
102
Properties=species:S:1:pos:R:3
Cs -0.26 1.03 -0.61
C -1.92 1.37 2.73
N -0.95 0.45 3.31
C -0.24 1.01 4.45
C 1.22 0.53 4.50
C 2.02 1.05 3.30
N 2.49 -0.02 2.45
C 3.03 0.24 1.32
C 3.27 1.47 0.57
C 4.39 1.43 -0.43
C 5.24 2.72 -0.59
C 4.42 4.03 -0.47
C 2.91 3.81 -0.23
C 2.45 2.60 0.57
O 1.31 2.72 1.09
C -1.51 -0.85 3.62
C -1.72 -1.71 2.38
C -0.41 -2.07 1.67
N -0.63 -2.03 0.25
C -0.55 -3.09 -0.44
C -0.81 -3.21 -1.88
C -1.27 -4.45 -2.32
C -1.61 -4.71 -3.64
C -1.43 -3.67 -4.57
C -0.93 -2.45 -4.18
C -0.65 -2.12 -2.81
O -0.27 -0.96 -2.50
H -2.73 1.63 3.43
H -2.38 0.95 1.84
H -1.41 2.29 2.43
H -0.76 0.78 5.39
H -0.24 2.10 4.35
H 1.24 -0.56 4.48
H 1.66 0.85 5.45
H 2.88 1.65 3.63
H 1.39 1.74 2.73
H 3.44 -0.63 0.81
H 5.03 0.58 -0.22
H 6.23 2.72 -0.14
H 4.90 4.87 0.02
H 2.42 4.68 0.21
H -2.47 -0.74 4.17
H -0.82 -1.36 4.29
H -2.35 -1.18 1.66
H -2.27 -2.62 2.66
H -0.02 -3.05 2.00
H 0.33 -1.30 1.94
H -0.29 -4.05 0.05
H -1.37 -5.25 -1.59
H -2.00 -5.67 -3.94
H -1.68 -3.84 -5.62
H -0.80 -1.65 -4.91
C -5.63 1.11 -0.09
O -5.56 -0.22 -0.63
P -4.04 -0.66 -1.08
O -4.40 -2.21 -1.48
C -4.37 -3.16 -0.43
O -3.92 -0.07 -2.58
C -4.78 -0.51 -3.63
H -6.40 1.66 -0.63
H -4.68 1.66 -0.19
H -5.89 1.06 0.97
H -4.44 -4.15 -0.89
H -5.22 -3.01 0.25
H -3.44 -3.09 0.13
H -4.70 0.23 -4.42
H -5.81 -0.58 -3.29
H -4.45 -1.48 -4.00
Cl 4.69 5.33 -3.08
C 4.18 4.00 -2.00
C 4.99 2.70 -2.13
C 4.11 1.44 -2.00
C 2.70 1.59 -2.45
N 2.02 2.66 -2.39
C 2.66 3.81 -1.79
H 5.78 2.71 -2.88
H 4.55 0.56 -2.46
H 2.18 0.71 -2.83
H 2.11 4.70 -2.08
N 2.01 -8.56 -7.00
C 2.23 -7.72 -6.25
C 2.51 -6.67 -5.31
C 1.52 -5.77 -4.92
C 1.80 -4.78 -4.00
C 3.09 -4.66 -3.47
C 4.08 -5.55 -3.87
C 3.80 -6.55 -4.78
N 3.39 -3.64 -2.55
C 4.40 -3.70 -1.61
C 4.39 -2.49 -0.99
N 3.42 -1.68 -1.53
C 2.83 -2.39 -2.44
H 0.52 -5.86 -5.31
H 1.01 -4.11 -3.68
H 5.09 -5.44 -3.49
H 4.57 -7.24 -5.09
H 4.99 -4.58 -1.43
H 5.01 -2.15 -0.18
H 2.00 -2.06 -3.04
O -2.19 5.08 -0.85
N -2.15 3.86 -1.05
O -2.83 3.14 -0.28
```

The HOMO energy comes out at -1.9 eV. The total charge is -2.

Record 2
C39H45F15Ge2N5O6RuS2Si2 | the ωB97M-V functional and the def2-TZVPD basis

Structure (XYZ):
```
117
Properties=species:S:1:pos:R:3
Ru 0.51 0.89 0.55
N 0.44 0.25 2.91
N 0.99 1.16 3.85
C 1.84 2.18 3.31
O 2.54 2.79 4.11
O 1.71 2.39 2.08
H -0.52 0.02 3.18
H 0.97 -0.63 2.85
H 1.35 0.75 4.71
C 3.90 0.03 1.61
Si 2.95 0.79 0.09
C 3.44 -0.35 -1.39
C 3.76 2.51 -0.25
H 4.92 -0.19 1.32
H 3.45 -0.90 1.94
H 3.93 0.72 2.45
H 4.52 -0.48 -1.41
H 3.12 0.06 -2.34
H 3.00 -1.34 -1.29
H 4.83 2.39 -0.40
H 3.62 3.17 0.60
H 3.35 3.00 -1.12
C 1.74 -0.21 -5.23
Si 0.39 0.91 -4.48
C -1.32 0.34 -5.15
C 0.74 2.71 -5.03
C 0.38 0.83 -2.64
C 0.41 0.80 -1.43
H 1.76 -0.18 -6.32
H 1.60 -1.24 -4.94
H 2.73 0.09 -4.88
H -1.37 0.35 -6.23
H -2.11 0.98 -4.77
H -1.53 -0.67 -4.82
H 0.70 2.83 -6.11
H 1.72 3.02 -4.70
H 0.02 3.40 -4.59
C -2.41 -1.92 -0.89
Ge -2.73 -0.65 0.60
C -2.62 -1.53 2.39
C -4.69 -0.18 0.46
C -1.68 0.99 0.50
H -2.60 -2.95 -0.61
H -1.38 -1.83 -1.22
H -3.05 -1.67 -1.73
H -3.35 -2.33 2.47
H -2.83 -0.81 3.18
H -1.63 -1.95 2.56
H -5.29 -1.08 0.53
H -4.91 0.31 -0.48
H -5.00 0.49 1.26
H -1.98 1.64 1.33
H -1.95 1.51 -0.43
F 0.78 -2.69 -2.53
C 0.92 -4.02 -2.59
C 0.91 -4.75 -1.41
C 1.06 -6.13 -1.52
F 1.06 -6.86 -0.39
C 1.20 -6.77 -2.73
F 1.34 -8.11 -2.81
C 1.20 -6.01 -3.91
F 1.32 -6.62 -5.11
C 1.07 -4.62 -3.83
F 1.07 -3.90 -4.96
Ge 0.68 -3.95 0.41
S 0.69 -1.85 0.84
C 2.19 -4.82 1.41
C 3.47 -4.38 1.05
F 3.57 -3.63 -0.06
C 4.61 -4.70 1.76
F 5.82 -4.28 1.36
C 4.50 -5.50 2.90
F 5.59 -5.81 3.63
C 3.25 -6.00 3.26
F 3.14 -6.81 4.33
C 2.13 -5.66 2.52
F 0.96 -6.21 2.87
C -0.98 -4.81 1.13
C -1.29 -4.61 2.47
F -0.35 -4.04 3.25
C -2.50 -4.96 3.04
F -2.74 -4.78 4.35
C -3.50 -5.50 2.22
F -4.70 -5.84 2.74
C -3.24 -5.69 0.87
F -4.20 -6.20 0.07
C -2.00 -5.34 0.35
F -1.79 -5.54 -0.97
C -4.53 5.10 -0.47
C -3.40 5.14 0.54
S -2.85 6.87 0.71
O -3.99 7.62 1.19
O -2.26 7.31 -0.52
C -1.63 6.93 2.08
C -0.19 6.67 1.67
N -0.03 5.50 0.85
C -0.30 4.21 1.21
N -0.05 3.38 0.21
C 0.41 4.12 -0.82
C 0.45 5.45 -0.46
N 0.96 6.51 -1.18
O 1.12 7.63 -0.63
O 1.28 6.29 -2.36
C -0.78 3.81 2.55
H -4.93 4.09 -0.55
H -4.15 5.41 -1.44
H -5.32 5.78 -0.17
H -2.55 4.54 0.23
H -3.75 4.85 1.53
H -2.01 6.21 2.81
H -1.73 7.93 2.49
H 0.42 6.56 2.57
H 0.18 7.51 1.08
H 0.69 3.67 -1.76
H -0.22 4.32 3.33
H -0.61 2.75 2.65
H -1.85 4.00 2.68
```

The HOMO energy (spin up / spin down) comes out at -1.5 / -1.7 eV. The total charge is -2. The multiplicity is 2.